No. 1
{
  "formula": "C3H7I",
  "method": "ωB97M-V/def2-TZVPD",
  "orbital_gap_ev": 10.187,
  "relative_energy_kj_mol": 126.31,
  "charge": 0,
  "lumo_ev": 0.692,
  "homo_ev": -9.5,
  "fmax_ha_per_bohr": 0.1209,
  "smiles": "C=CC.I",
  "energy_ev": -11323.2970,
  "elements": ["C", "C", "C", "I", "H", "H", "H", "H", "H", "H", "H"],
  "xyz": [[0.208882, 1.092356, 0.075841], [-0.691561, -1.309637, -0.224240], [0.333930, -0.340502, -0.327698], [3.743464, 0.315574, -0.007464], [0.171597, 1.198864, 1.153612], [1.122287, 1.582981, -0.267014], [-0.573025, 1.503452, -0.475115], [2.585925, -0.713791, 0.126418], [-0.637365, -2.136266, -0.832824], [-1.726152, -0.983608, 0.063619], [1.177812, -0.749863, -0.751122]],
  "forces_ev_per_angstrom": [[2.4, -1.1, 0.1], [1.0, 5.6, 0.2], [-5.3, -3.0, 1.3], [1.4, 0.8, 0.0], [-0.4, 0.2, 0.1], [-0.1, 0.3, 0.2], [-1.6, 0.9, -0.4], [-0.5, -0.7, 0.3], [0.4, -2.3, -0.7], [1.1, -0.4, 0.1], [1.7, -0.3, -1.2]]
}


No. 2
{
  "formula": "C3H7I3Si",
  "method": "ωB97M-V/def2-TZVPD",
  "orbital_gap_ev": [4.940, 4.937],
  "relative_energy_kj_mol": 564.65,
  "charge": 0,
  "lumo_ev": [-2.971, -2.972],
  "homo_ev": [-7.9, -7.9],
  "fmax_ha_per_bohr": 0.0479,
  "energy_ev": -35401.6254,
  "elements": ["C", "C", "C", "Si", "I", "I", "I", "H", "H", "H", "H", "H", "H", "H"],
  "xyz": [[-1.538762, 0.985870, -0.594954], [-0.312702, -1.532020, 0.902445], [1.335611, 0.636813, -0.546750], [-0.323638, -0.346823, -0.551529], [2.690161, 0.291964, 2.646481], [3.034069, -0.308014, -1.316431], [1.493142, 2.706313, -0.353949], [-1.206736, 1.669274, 0.234189], [-1.554786, 1.582154, -1.572540], [-2.506162, 0.484668, -0.507567], [0.726282, -1.935912, 0.980162], [-0.473840, -0.937474, 1.843004], [-1.075724, -2.253379, 0.826824], [-0.286915, -1.043434, -1.989385]],
  "forces_ev_per_angstrom": [[-0.2, 1.4, -0.8], [1.5, 1.9, 0.6], [1.7, 0.2, 0.6], [1.1, -1.1, -1.4], [-0.6, 0.0, -0.9], [-0.7, 0.3, 0.2], [-0.1, -0.8, -0.2], [-1.1, -0.5, -0.5], [0.2, -0.9, 1.4], [-0.2, 0.6, 0.5], [-0.9, 0.0, 0.0], [0.2, -0.5, -0.8], [-0.7, -1.2, -0.1], [0.1, 0.5, 1.6]]
}


No. 3
{
  "formula": "C3H7IN",
  "method": "ωB97M-V/def2-TZVPD",
  "orbital_gap_ev": 10.158,
  "relative_energy_kj_mol": 245.87,
  "charge": 1,
  "lumo_ev": -4.212,
  "homo_ev": -14.4,
  "fmax_ha_per_bohr": 0.0952,
  "smiles": "C[N@H+]1C[C@@H]1I",
  "energy_ev": -12805.9406,
  "elements": ["C", "C", "C", "N", "I", "H", "H", "H", "H", "H", "H", "H"],
  "xyz": [[0.838355, 0.879343, -0.163294], [1.351600, -0.472518, -0.043843], [-1.439709, -0.229536, 0.495934], [-0.315174, -0.052691, -0.452320], [2.436926, -1.428404, -1.551726], [0.465409, 1.460599, 0.643690], [1.045177, 1.581675, -0.979381], [1.466161, -0.793601, 1.001519], [-2.319309, -0.189667, -0.020598], [-1.474319, -1.044026, 1.123353], [-1.539876, 0.617852, 1.292628], [-0.515241, -0.329026, -1.345961]],
  "forces_ev_per_angstrom": [[-1.7, 0.9, -2.0], [-1.3, 0.6, 0.2], [1.4, 3.7, 2.0], [2.4, -0.5, 4.2], [-0.4, 0.3, 0.5], [0.7, 0.2, 1.3], [0.4, -0.7, 0.0], [-0.4, -0.5, -0.7], [-2.2, 0.0, -1.7], [0.7, -2.5, 0.8], [0.7, -0.9, -1.8], [-0.2, -0.7, -2.9]]
}